# 1
ORCA calculation (wB97M-V/def2-TZVPD) on the molecule C4H6O2.

CARTESIAN COORDINATES (ANGSTROEM)
O -1.44602 1.35663 0.97994
C -0.75102 1.89421 -0.13002
C 0.20242 0.87083 -0.58916
C 0.71072 -0.21151 -0.41486
C 1.06956 -1.57882 -0.03897
O -0.04501 -2.44806 -0.06749
H -0.77104 0.95470 1.54776
H -0.24046 2.83141 0.13281
H -1.49975 2.10448 -0.89764
H 1.90739 -1.94224 -0.64590
H 1.39670 -1.55382 1.00597
H -0.53350 -2.27780 -0.88244

The value obtained for the energy above the lowest of the compared OMol25 structures with the same formula, charge and spin is 3.063 eV. The calculation puts the lowest unoccupied orbital energy at 0.760 eV. As for the structure (SMILES): OCC#CCO.



# 2
ORCA calculation (wB97M-V/def2-TZVPD) on a cluster of 11 separate species, C20H7BCl40O4 in total at a distorted geometry.

CARTESIAN COORDINATES (ANGSTROEM)
O 2.05388 -0.51940 3.18578
C 2.13521 0.58321 2.72063
C 3.48135 1.22865 2.28653
C 3.66772 2.56192 2.32970
B 5.00579 3.33170 1.88198
O 5.98259 2.59474 1.19874
O 5.21758 4.68979 2.13523
C 2.47791 3.44663 2.83973
O 2.61965 4.45870 3.47819
C 1.07309 2.92766 2.51854
C 0.02102 3.85761 2.28171
C -1.28622 3.33534 1.98651
C -1.47524 1.92102 1.98097
C -0.41458 0.97838 2.22924
C 0.89103 1.48694 2.48304
H 4.29972 0.59433 1.89051
H 5.50678 2.16705 0.46668
H 4.44631 5.17822 1.80258
H 0.24958 4.93329 2.33790
H -2.08839 4.06445 1.77611
H -2.51428 1.55165 1.77829
H -0.58088 -0.11409 2.22507
Cl 1.96515 2.47762 -3.31980
C 2.58563 2.70798 -1.67964
Cl 4.02645 1.70707 -1.44921
Cl 3.00058 4.41382 -1.43398
Cl 1.35372 2.22411 -0.50708
Cl -1.65152 -0.52760 5.10539
C -0.67096 -1.70637 5.99038
Cl -1.47996 -2.11516 7.51393
Cl -0.48083 -3.17142 5.01167
Cl 0.92130 -1.01278 6.33488
Cl 4.00235 3.65226 -7.42204
C 2.24252 3.73280 -7.24227
Cl 1.48932 3.85374 -8.83977
Cl 1.66349 2.26951 -6.42904
Cl 1.81132 5.15295 -6.27536
Cl -3.36885 -0.16725 1.54375
C -4.86051 -1.10977 1.33101
Cl -4.90185 -2.42362 2.51626
Cl -6.26276 -0.05459 1.56709
Cl -4.89722 -1.78635 -0.30597
Cl -0.43399 -0.07842 -5.82550
C -1.85754 0.45009 -6.74178
Cl -2.00374 2.21278 -6.64363
Cl -1.67922 -0.03893 -8.43183
Cl -3.30840 -0.30208 -6.05945
Cl 3.35650 0.52812 6.86870
C 3.87835 2.20359 6.61926
Cl 2.73413 3.29549 7.41689
Cl 5.49310 2.42315 7.31918
Cl 3.94378 2.57329 4.88351
Cl -3.16783 -4.35918 -9.69192
C -1.43539 -4.01006 -9.57164
Cl -0.54267 -5.52319 -9.34208
Cl -0.88745 -3.22146 -11.06058
Cl -1.14582 -2.93364 -8.19705
Cl -3.44587 -5.31074 -2.11666
C -4.84122 -4.82027 -3.08959
Cl -5.05650 -3.06539 -2.96617
Cl -4.56811 -5.26239 -4.78187
Cl -6.29492 -5.63492 -2.49152
Cl -5.15853 -4.92893 4.43991
C -6.64593 -5.86592 4.22077
Cl -6.69412 -7.18098 5.40482
Cl -8.04722 -4.80878 4.45287
Cl -6.67985 -6.54138 2.58407
Cl 2.10069 -3.73182 0.94518
C 3.44657 -2.63611 0.59626
Cl 2.81450 -1.01466 0.26094
Cl 4.53221 -2.56852 1.99257
Cl 4.33753 -3.22349 -0.81755

The value obtained for the energy above the lowest of the compared OMol25 structures with the same formula, charge and spin is 0.000 eV. The calculation puts the lowest unoccupied orbital energy at -1.347 eV. As for the structure (SMILES): O=C1C=C(B(O)O)C(=O)c2ccccc21.ClC(Cl)(Cl)Cl.ClC(Cl)(Cl)Cl.ClC(Cl)(Cl)Cl.ClC(Cl)(Cl)Cl.ClC(Cl)(Cl)Cl.ClC(Cl)(Cl)Cl.ClC(Cl)(Cl)Cl.ClC(Cl)(Cl)Cl.ClC(Cl)(Cl)Cl.ClC(Cl)(Cl)Cl.



# 3
ORCA calculation (wB97M-V/def2-TZVPD) on a cluster of 2 separate species, C12H15F4NO4 in total at a distorted geometry.

CARTESIAN COORDINATES (ANGSTROEM)
O -0.04108 -4.91093 3.13738
C -0.02392 -3.74965 2.70147
C -1.24098 -2.98564 2.42413
F -2.39368 -3.69188 2.45614
C -1.21857 -1.63716 2.34750
F -2.37558 -0.93391 2.35689
C 0.01430 -0.85383 2.33180
O 0.05523 0.38064 2.49671
C 1.22169 -1.67295 2.28979
F 2.37585 -0.98866 2.18411
C 1.21013 -3.01869 2.41451
F 2.34496 -3.74800 2.48175
C -1.53966 4.36518 -1.65204
O -1.30296 2.98797 -1.38331
C -1.31900 2.63723 -0.01863
C -1.35428 1.10529 0.08714
N -0.20921 0.37285 -0.26920
C -0.29338 -0.74141 -1.16077
C 0.86796 -0.79808 -2.15568
O 1.94848 -0.07288 -1.58565
C 3.11990 -0.03856 -2.37749
H -1.65181 4.42988 -2.73843
H -2.46222 4.74531 -1.17492
H -0.70104 5.00978 -1.33818
H -0.43378 3.02518 0.51360
H -2.22573 3.02481 0.50421
H -1.44550 0.93378 1.16349
H -2.22450 0.70789 -0.45287
H 0.68652 0.83602 -0.20604
H -0.17988 -1.65289 -0.54754
H -1.26370 -0.77431 -1.67731
H 1.16600 -1.85724 -2.28833
H 0.55635 -0.38560 -3.14034
H 3.81290 0.61933 -1.84685
H 3.58399 -1.03626 -2.48964
H 2.93618 0.36738 -3.38740

The calculation puts the lowest unoccupied orbital energy at -2.519 eV. As for the structure (SMILES): O=C1C(F)=C(F)C(=O)C(F)=C1F.COCCNCCOC.



# 4
ORCA calculation (wB97M-V/def2-TZVPD) on the molecule C4H9NO.

CARTESIAN COORDINATES (ANGSTROEM)
C -0.90634 -0.94731 1.36379
C -0.20644 -0.97433 0.00601
N 0.38388 0.31011 -0.36097
C -0.11253 1.01174 -1.52483
C 1.42492 0.78611 0.36658
O 1.92185 0.21964 1.32291
H -1.53328 -1.83624 1.48921
H -1.54387 -0.06125 1.45171
H -0.16617 -0.92013 2.16587
H -0.91634 -1.23583 -0.78569
H 0.58168 -1.73627 0.00987
H -1.17962 1.24426 -1.42546
H 0.03111 0.42026 -2.43804
H 0.43276 1.95272 -1.64111
H 1.78838 1.76653 0.00013

The value obtained for the energy above the lowest of the compared OMol25 structures with the same formula, charge and spin is 0.697 eV. The calculation puts the lowest unoccupied orbital energy at 0.876 eV. As for the structure (SMILES): CCN(C)C=O.



# 5
ORCA calculation (wB97M-V/def2-TZVPD) on a cluster of 2 separate species, C3H9N2 in total at a distorted geometry.

CARTESIAN COORDINATES (ANGSTROEM)
C -0.28949 1.18748 -0.62962
C -0.99721 -0.11563 -0.36135
C -0.12103 -0.93695 0.21570
N 2.46594 -0.23145 1.29138
N -2.22686 -0.32265 -0.93722
H -0.80351 2.00980 -1.15482
H -0.25126 1.66617 0.36667
H 0.69798 1.10458 -1.05288
H -0.44648 -1.77022 0.86182
H 2.97944 -0.68860 2.03954
H 2.92527 -0.44565 0.41045
H 1.46721 -0.50380 1.11845
H -2.35454 -1.15237 -1.49472
H -3.04545 0.19929 -0.67341

The value obtained for the energy above the lowest of the compared OMol25 structures with the same formula, charge and spin is 6.894 eV. The calculation puts the lowest unoccupied orbital energy at -8.556 eV. Its total charge is +1.